C28H43N8O9P3 | ωB97M-V/def2-TZVPD

The LUMO energy is -0.67 eV. Its total charge is 0. The SMILES is [H]/N=C/CP(CCCCN/C(N)=N/[H])(C[C@@H](O)CN)([PH2]=O)[PH2]=O.O=[N+]([O-])c1ccccc1.O=[N+]([O-])c1ccccc1.O=[N+]([O-])c1ccccc1. The value obtained for the total energy is -3231.6417 Eh.

```
91
Properties=species:S:1:pos:R:3:mulliken_charge:R:1
H -3.06 2.04 -5.68 0.241
N -2.98 1.30 -4.99 -0.332
C -1.92 0.62 -5.19 -0.623
C -1.57 -0.52 -4.32 -1.466
P -3.13 -1.54 -3.67 1.396
C -1.95 -2.80 -3.03 -1.612
C -1.09 -2.27 -1.86 -0.246
C -1.03 -3.20 -0.64 -0.590
C -1.03 -2.37 0.64 0.258
N -1.12 -3.25 1.81 -0.353
C -2.45 -3.66 2.12 0.259
N -2.54 -5.05 2.33 -0.536
N -3.40 -2.82 2.22 -0.609
H -4.28 -3.30 2.41 0.203
C -4.65 -2.53 -3.07 -1.707
C -6.08 -2.01 -2.82 -0.181
O -6.32 -1.96 -1.42 -0.609
C -6.57 -0.71 -3.46 -0.871
N -5.98 -0.38 -4.76 -0.415
P -3.57 0.20 -2.31 0.667
O -3.81 -0.35 -0.94 -0.649
P -3.57 -1.90 -5.86 0.405
O -2.36 -2.41 -6.55 -0.708
H -1.25 0.86 -6.02 0.508
H -0.98 -0.11 -3.49 0.542
H -0.88 -1.17 -4.86 0.592
H -2.46 -3.71 -2.73 0.814
H -1.29 -3.10 -3.85 0.697
H -0.07 -2.16 -2.23 0.320
H -1.39 -1.29 -1.51 0.166
H -0.08 -3.74 -0.68 0.114
H -1.87 -3.89 -0.59 0.379
H -1.84 -1.65 0.59 0.368
H -0.10 -1.82 0.72 -0.472
H -0.68 -2.85 2.62 0.332
H -2.31 -5.56 1.50 0.252
H -3.47 -5.31 2.63 0.267
H -4.37 -2.97 -2.11 0.387
H -4.70 -3.39 -3.75 0.771
H -6.76 -2.79 -3.15 0.476
H -6.13 -1.08 -1.09 0.392
H -7.64 -0.83 -3.61 0.392
H -6.50 0.13 -2.76 0.342
H -6.53 0.34 -5.20 0.281
H -5.07 0.05 -4.62 0.113
H -4.60 1.03 -2.78 0.116
H -2.44 1.04 -2.27 -0.210
H -4.07 -0.74 -6.48 0.076
H -4.63 -2.82 -5.94 0.092
O 0.76 0.81 0.34 -0.658
N 1.69 0.04 0.49 1.303
O 1.86 -0.96 -0.18 -0.638
C 2.67 0.34 1.54 -0.086
C 2.47 1.46 2.33 -0.257
C 3.40 1.74 3.32 -0.699
C 4.50 0.92 3.50 -0.320
C 4.68 -0.20 2.69 -0.795
C 3.76 -0.49 1.70 -0.111
H 1.61 2.09 2.18 0.504
H 3.26 2.61 3.95 0.370
H 5.22 1.14 4.27 0.498
H 5.54 -0.84 2.84 0.380
H 3.89 -1.36 1.07 0.488
O 5.07 3.10 -1.69 -0.625
N 3.96 2.64 -1.61 1.083
O 3.63 1.73 -0.88 -0.610
C 2.91 3.22 -2.47 -0.012
C 3.25 4.23 -3.35 -0.560
C 2.26 4.76 -4.16 -0.410
C 0.96 4.27 -4.09 -0.631
C 0.64 3.26 -3.19 -0.382
C 1.62 2.72 -2.37 -0.020
H 4.26 4.60 -3.40 0.470
H 2.50 5.55 -4.86 0.379
H 0.19 4.68 -4.73 0.407
H -0.37 2.88 -3.13 0.470
H 1.38 1.94 -1.67 0.417
O 3.16 2.39 6.94 -0.606
N 4.09 1.63 7.08 1.040
O 4.26 0.63 6.41 -0.592
C 5.08 1.94 8.12 0.159
C 4.89 3.05 8.91 -0.382
C 5.82 3.33 9.90 -0.415
C 6.91 2.49 10.08 -0.434
C 7.08 1.38 9.27 -0.459
C 6.16 1.09 8.28 -0.301
H 4.04 3.70 8.76 0.445
H 5.69 4.20 10.53 0.369
H 7.63 2.71 10.86 0.376
H 7.94 0.73 9.42 0.370
H 6.28 0.23 7.65 0.444
```

***

C4H4N2O | ωB97M-V/def2-TZVPD

The value obtained for the energy relative to the best compared isomer or geometry (same formula, charge and spin) is 2.320 eV. The LUMO energy is -0.39 eV. Its total charge is 0. The SMILES is O/C=C1/C=CN=N1. The value obtained for the total energy is -339.4964 Eh.

```
11
Properties=species:S:1:pos:R:3:mulliken_charge:R:1
O -2.41 -0.78 0.00 -0.402
C -1.45 0.14 -0.01 -0.004
C -0.12 -0.15 0.00 0.398
C 0.97 0.77 -0.01 -0.219
C 2.05 -0.04 -0.02 -0.576
N 1.64 -1.42 0.00 -0.418
N 0.37 -1.44 -0.01 -0.230
H -3.27 -0.29 -0.06 0.367
H -1.79 1.18 0.04 0.340
H 0.93 1.85 0.02 0.312
H 3.09 0.19 0.05 0.431
```

***

no.,gap between HOMO and LUMO (eV),molecular weight (g/mol)
1,7.28,728.62
2,8.84,96.09